99
Properties=species:S:1:pos:R:3:mulliken_charge:R:1 method="wB97M-V/def2-TZVPD" de_lowest_kcal_mol=305.3 e_tot_ev=-208419.758 multiplicity=1 fmax_ev_per_a=8.9 homo_energy_ev=-9.391 smiles="O=C(O)CCc1c(Br)c(B(O)O)c2nsnc2c1P(O)Cl.CCOC(=O)C(F)(F)F.CCOC(=O)C(F)(F)F.CCOC(=O)C(F)(F)F.CCOC(=O)C(F)(F)F.CCOC(=O)C(F)(F)F" gap_ev=6.580
O -2.27 -3.60 -1.66 -0.569
C -1.70 -2.49 -2.19 0.533
O -1.20 -1.44 -1.30 -0.138
C -1.60 -2.47 -3.85 -0.502
C -1.86 -1.00 -4.52 -0.563
C -3.17 -0.20 -3.97 0.339
C -4.71 -0.82 -3.87 -0.256
Br -5.10 -2.74 -4.44 -0.133
C -6.02 0.05 -3.34 0.243
B -7.56 -0.51 -3.22 0.492
O -8.21 -1.51 -4.10 -0.520
O -8.42 0.07 -2.13 -0.504
C -5.80 1.65 -2.89 0.237
N -6.81 2.68 -2.43 -0.427
S -6.05 4.22 -2.09 0.220
N -4.38 3.74 -2.51 -0.375
C -4.30 2.30 -2.96 0.440
C -3.02 1.39 -3.49 -0.474
P -1.32 2.34 -3.55 0.488
O -0.83 2.42 -1.86 -0.495
Cl -1.65 4.35 -4.29 -0.283
H -1.98 -0.88 -1.04 0.234
H -0.46 -2.75 -4.08 0.329
H -2.22 -3.36 -4.36 0.265
H -0.85 -0.39 -4.37 0.232
H -1.94 -1.15 -5.70 0.325
H -8.19 -2.37 -3.55 0.314
H -7.88 0.20 -1.29 0.303
H -1.43 1.77 -1.38 0.306
C -0.07 -2.56 1.10 -0.508
C 1.36 -2.87 1.51 0.058
O 1.64 -2.35 2.82 -0.361
C 1.18 -3.09 3.87 0.458
O 0.56 -4.14 3.75 -0.553
C 1.59 -2.45 5.20 0.786
F 1.35 -1.11 5.23 -0.250
F 2.92 -2.61 5.46 -0.232
F 0.93 -2.98 6.27 -0.248
H -0.26 -1.48 1.17 0.179
H -0.26 -2.89 0.08 0.004
H -0.79 -3.06 1.76 0.494
H 2.05 -2.38 0.82 -0.095
H 1.57 -3.94 1.46 0.297
C 7.11 -0.56 -2.80 -1.097
C 5.90 0.27 -2.41 -0.205
O 4.70 -0.51 -2.50 -0.283
C 4.46 -1.36 -1.45 0.291
O 5.20 -1.47 -0.47 -0.554
C 3.13 -2.09 -1.64 1.011
F 2.99 -2.61 -2.90 -0.275
F 2.06 -1.27 -1.45 -0.230
F 2.97 -3.14 -0.78 -0.244
H 6.98 -1.01 -3.79 0.306
H 8.02 0.05 -2.81 0.376
H 7.27 -1.39 -2.10 0.304
H 5.79 1.10 -3.12 0.314
H 6.01 0.70 -1.42 0.324
C 5.82 -2.43 4.18 -0.860
C 5.94 -1.17 5.02 -0.159
O 7.32 -0.85 5.26 -0.315
C 7.98 -0.23 4.23 0.386
O 7.47 0.04 3.15 -0.511
C 9.42 0.09 4.64 0.821
F 10.05 -0.96 5.25 -0.240
F 9.48 1.13 5.52 -0.248
F 10.21 0.44 3.58 -0.238
H 6.36 -3.26 4.66 0.295
H 4.77 -2.72 4.06 0.163
H 6.26 -2.30 3.19 0.308
H 5.47 -1.33 5.99 0.294
H 5.42 -0.33 4.55 0.311
C -6.48 -5.75 3.39 -1.097
C -4.96 -5.68 3.46 -0.202
O -4.46 -4.67 2.58 -0.258
C -4.53 -3.38 3.05 0.228
O -5.00 -3.08 4.15 -0.526
C -3.92 -2.40 2.05 0.926
F -4.34 -2.63 0.77 -0.246
F -2.56 -2.49 2.02 -0.297
F -4.21 -1.10 2.32 -0.272
H -6.81 -5.88 2.36 0.296
H -6.86 -6.57 4.00 0.375
H -6.93 -4.82 3.75 0.310
H -4.54 -6.64 3.12 0.318
H -4.61 -5.53 4.49 0.313
C -1.55 7.22 -2.04 -0.841
C -0.29 7.84 -2.61 -0.183
O -0.32 9.27 -2.48 -0.315
C 0.00 9.77 -1.25 0.362
O 0.29 9.07 -0.28 -0.513
C -0.03 11.30 -1.26 0.856
F -1.14 11.80 -1.87 -0.239
F 1.04 11.82 -1.92 -0.244
F 0.00 11.84 -0.01 -0.237
H -2.44 7.67 -2.51 0.288
H -1.56 6.14 -2.21 0.115
H -1.63 7.41 -0.97 0.348
H -0.22 7.62 -3.68 0.285
H 0.61 7.43 -2.15 0.317